Below is C25H49As2IrN5PS as an isolated structure, with properties calculated with the ωB97M-V functional and the def2-TZVPD basis.

Properties
ΔE to the lowest compared entry with this formula, charge and spin	44.1	kcal/mol
2S+1	5
total charge	+2
lowest unoccupied orbital energy (alpha / beta)	-4.8 / -7.3	eV
expectation value of S²	6.020

Each line ends with the Mulliken charge.
Element x y z (Å)
Ir -0.09 0.43 -0.29  1.277
C 2.24 3.63 -0.02  -1.406
As 2.10 1.69 -0.23  0.539
C 3.26 1.41 -1.78  -1.090
C 3.22 0.94 1.19  0.082
C 4.18 1.70 1.84  -0.361
C 5.04 1.12 2.77  -0.762
C 4.94 -0.23 3.06  -0.724
C 3.95 -0.99 2.46  -0.515
C 3.09 -0.41 1.54  0.358
As 2.15 -3.50 0.18  0.230
C 2.27 -4.36 1.95  -1.058
C 4.07 -3.48 -0.23  -1.069
H 1.93 3.94 0.98  0.452
H 1.58 4.11 -0.75  0.368
H 3.26 3.97 -0.21  0.526
H 2.86 1.94 -2.65  0.397
H 3.34 0.35 -2.04  0.294
H 4.26 1.79 -1.56  0.451
H 4.27 2.76 1.62  0.365
H 5.78 1.73 3.27  0.415
H 5.60 -0.68 3.78  0.422
H 3.83 -2.03 2.74  0.417
H 3.26 -4.22 2.39  0.351
H 2.09 -5.42 1.85  0.439
H 1.51 -3.96 2.63  0.352
H 4.68 -3.21 0.63  0.362
H 4.30 -2.83 -1.07  0.341
H 4.32 -4.50 -0.52  0.427
C -1.30 -4.56 -1.68  -1.268
C -0.82 -3.23 -2.08  1.037
N -0.24 -2.90 -3.19  -0.842
N 0.06 -1.59 -3.09  0.419
C -0.31 -1.06 -1.93  -1.032
S 1.71 -1.34 0.92  -0.141
N -0.88 -2.11 -1.28  0.795
N -1.39 -1.92 0.00  -0.913
H -1.04 -5.28 -2.46  0.366
H -2.38 -4.57 -1.56  0.363
H -0.84 -4.86 -0.74  0.234
H 0.52 -1.14 -3.87  0.167
H -0.93 -2.53 0.68  0.226
H -2.40 -2.08 0.04  0.284
C -2.27 3.74 -2.23  -1.799
C -3.36 2.76 -1.83  1.960
C -4.74 3.34 -2.07  -1.820
C -3.14 1.49 -2.66  -1.988
P -3.05 2.32 0.03  0.583
N -1.75 1.44 0.02  -0.150
C -2.68 3.89 1.11  2.162
C -1.25 4.33 0.78  -1.896
C -2.69 3.46 2.57  -1.844
C -3.67 5.02 0.88  -1.889
C -4.46 1.25 0.79  2.015
C -5.68 2.07 1.17  -1.783
C -4.82 0.19 -0.25  -1.715
C -3.89 0.52 2.01  -1.693
H -2.27 3.85 -3.31  0.642
H -1.29 3.35 -1.93  0.257
H -2.42 4.73 -1.81  0.239
H -4.83 3.60 -3.12  0.509
H -4.92 4.23 -1.49  0.308
H -5.53 2.62 -1.86  0.315
H -3.02 1.78 -3.70  0.569
H -3.98 0.81 -2.62  0.297
H -2.23 0.98 -2.34  0.328
H -0.60 3.46 0.70  0.249
H -0.89 4.98 1.58  0.603
H -1.19 4.91 -0.14  0.286
H -2.04 2.59 2.72  0.347
H -3.68 3.25 2.94  0.299
H -2.29 4.27 3.18  0.621
H -3.60 5.43 -0.12  0.315
H -3.45 5.82 1.57  0.523
H -4.70 4.71 1.05  0.328
H -6.09 2.62 0.32  0.324
H -5.47 2.77 1.97  0.280
H -6.46 1.40 1.53  0.515
H -5.41 0.60 -1.07  0.266
H -5.44 -0.57 0.22  0.635
H -3.92 -0.28 -0.63  0.148
H -3.79 1.16 2.87  0.304
H -2.91 0.09 1.77  0.247
H -4.56 -0.29 2.28  0.526